# 1
59
Properties=species:S:1:pos:R:3:forces:R:3:lowdin_charge:R:1 method="wB97M-V/def2-TZVPD" s2=0.93 relative_energy_kcal_mol=4.0 energy_ev=-150118.46919 multiplicity=2 e_homo_ev="-12.934 / -13.098" gap_ev="5.118 / 5.945" total_charge=+2
Re 0.6420 0.7404 1.0649 -0.43 -0.12 -0.28 0.152
C 1.0392 1.8190 4.2191 0.07 0.01 0.01 -0.457
C 2.4314 2.1120 3.6899 -0.04 0.03 0.06 -0.433
S 2.5062 2.1450 1.8650 0.12 0.08 0.03 0.819
C 3.9642 1.1030 1.5546 -0.01 -0.04 -0.05 -0.473
C 3.8001 -0.3542 1.9480 0.07 0.01 -0.06 -0.428
S 2.2424 -1.0936 1.3154 0.01 -0.09 0.06 0.791
C 1.6331 -1.9375 2.8003 0.00 -0.04 0.06 -0.463
C 1.3260 -1.0016 3.9576 0.04 -0.05 -0.01 -0.431
S 0.2412 0.3789 3.4599 -0.11 0.04 0.00 0.854
H 1.0653 1.6603 5.2981 -0.01 -0.02 -0.01 0.108
H 0.3454 2.6371 4.0239 0.02 0.01 -0.04 0.082
H 2.7609 3.0879 4.0457 -0.01 0.00 0.00 0.102
H 3.1550 1.3783 4.0411 0.00 -0.01 -0.01 0.079
H 4.1437 1.2094 0.4833 -0.02 -0.01 0.01 0.066
H 4.8185 1.5483 2.0653 -0.01 0.00 0.03 0.107
H 4.6174 -0.9370 1.5233 -0.02 0.00 0.00 0.100
H 3.8393 -0.4899 3.0268 -0.04 0.02 0.02 0.076
H 0.7444 -2.4740 2.4658 -0.02 0.03 0.00 0.086
H 2.3674 -2.6837 3.1067 0.01 0.01 -0.02 0.107
H 0.8098 -1.5466 4.7477 -0.02 0.02 -0.01 0.103
H 2.2347 -0.5839 4.3867 0.00 0.01 0.01 0.076
S -0.8748 2.4943 1.1182 0.00 -0.09 -0.07 0.670
C -2.4479 1.7769 0.9341 0.06 -0.14 0.02 -0.646
C -3.6118 2.5533 1.0337 0.01 0.03 0.01 -0.092
C -4.8372 1.9663 0.8323 -0.05 -0.10 -0.03 -0.031
C -4.9484 0.5939 0.5283 0.00 0.16 0.03 -0.040
C -3.8255 -0.1820 0.4322 0.15 0.05 0.02 -0.092
C -2.5553 0.4038 0.6358 -0.29 0.17 0.15 -0.643
S -1.1491 -0.5597 0.4944 0.59 0.03 0.02 0.660
H -3.5355 3.6065 1.2682 0.01 0.02 0.00 0.116
H -5.7333 2.5665 0.9090 -0.01 0.01 0.00 0.123
H -5.9250 0.1563 0.3776 -0.02 0.00 0.00 0.122
H -3.8950 -1.2383 0.2088 0.02 -0.03 0.00 0.112
S 1.7275 1.0084 -1.0784 -0.15 0.12 0.08 0.619
C 0.5695 1.3582 -2.3148 0.12 -0.16 0.06 -0.750
N 0.9062 1.3127 -3.5960 -0.01 0.06 0.09 0.051
C -0.2050 1.7096 -4.4704 0.00 -0.01 -0.01 -0.087
C -1.3585 1.9187 -3.4611 -0.03 0.01 0.01 -0.080
N -0.7025 1.6688 -2.1711 0.07 0.00 0.02 0.057
H 1.8499 1.1425 -3.9012 -0.02 -0.03 -0.05 0.154
H -0.4246 0.9182 -5.1841 0.00 0.03 -0.02 0.118
H 0.0445 2.6203 -5.0118 -0.01 -0.01 -0.01 0.129
H -2.1715 1.2106 -3.6119 0.01 0.00 -0.01 0.119
H -1.7577 2.9305 -3.4902 0.00 -0.01 -0.02 0.130
H -1.1041 1.8466 -1.2626 -0.05 0.01 -0.05 0.054
C -1.3733 -1.9629 -3.4097 -0.06 0.03 -0.04 -0.322
As -0.0108 -2.3724 -2.0708 0.10 0.01 0.06 0.992
C 1.2198 -3.3814 -3.1977 0.03 -0.01 -0.07 -0.325
C -0.8973 -3.8937 -1.2251 -0.03 -0.01 0.04 -0.332
H -1.6871 -2.8593 -3.9436 0.00 0.00 -0.01 0.037
H -0.9703 -1.2483 -4.1292 -0.01 -0.02 -0.01 0.001
H -2.2421 -1.5182 -2.9223 -0.01 0.00 -0.01 0.015
H 0.7213 -4.2452 -3.6360 0.00 0.00 -0.02 0.034
H 2.0656 -3.7178 -2.6000 0.00 -0.02 -0.02 0.021
H 1.5941 -2.7423 -3.9964 0.02 0.00 0.00 0.020
H -0.1806 -4.4236 -0.5979 -0.01 0.00 0.02 0.024
H -1.2787 -4.5827 -1.9776 0.00 0.00 -0.01 0.034
H -1.7234 -3.5528 -0.6017 0.01 -0.01 0.00 0.002


# 2
10
Properties=species:S:1:pos:R:3:forces:R:3:lowdin_charge:R:1 method="wB97M-V/def2-TZVPD" relative_energy_kcal_mol=70.4 energy_ev=-9778.63172 e_homo_ev=-10.415 gap_ev=9.640
O 2.6103 -0.4023 0.1901 -3.61 2.56 -1.26 0.013
C 1.7384 0.4620 -0.1434 3.66 -2.79 1.49 -0.127
C 0.2541 0.2219 -0.0903 -1.93 -0.13 0.29 -0.224
C -0.7817 1.1313 0.0277 1.97 2.84 0.19 -0.039
C -2.0030 0.4084 0.0770 0.94 -1.81 0.25 -0.122
N -1.7463 -0.9038 -0.0458 1.23 1.65 0.78 0.096
O -0.3202 -1.0338 -0.0608 -0.50 1.15 -0.79 -0.016
H 2.2236 1.4511 -0.4099 -1.51 -0.54 0.04 0.139
H -0.5425 2.2878 0.1349 -0.98 -2.73 -0.35 0.155
H -3.0246 0.7351 0.3347 0.74 -0.20 -0.63 0.123


# 3
11
Properties=species:S:1:pos:R:3:forces:R:3:lowdin_charge:R:1 method="wB97M-V/def2-TZVPD" relative_energy_kcal_mol=121.6 energy_ev=-7761.25295 e_homo_ev=-9.074 gap_ev=10.026
N -0.2833 -1.6630 0.2992 -2.36 1.66 0.02 0.152
C 0.1891 -0.7290 -0.6428 0.54 0.12 -0.71 -0.393
C -1.0442 -0.0641 -0.2511 -0.02 -1.33 0.70 -0.015
C -0.2713 1.1323 0.3045 0.53 -0.12 0.27 -0.167
O 0.6343 0.6504 1.2793 0.03 -0.53 0.59 -0.038
C 1.0282 0.4327 -0.0616 0.10 0.62 -0.20 -0.146
H 0.0176 -1.4253 1.2458 0.18 0.22 -0.19 0.065
H 0.3524 -1.0603 -1.6532 0.42 -0.22 -0.24 0.136
H -2.0359 0.0050 -0.7013 0.45 -0.68 0.23 0.117
H -0.6727 2.1438 0.4632 0.51 -0.46 -0.38 0.148
H 2.0856 0.5775 -0.2819 -0.40 0.71 -0.10 0.142


# 4
46
Properties=species:S:1:pos:R:3:forces:R:3:lowdin_charge:R:1 method="wB97M-V/def2-TZVPD" relative_energy_kcal_mol=85.2 energy_ev=-32676.75718 e_homo_ev=-8.028 gap_ev=8.596
C 2.7756 1.5316 2.1076 -0.05 0.04 0.19 -0.076
O 3.1916 1.3711 0.7752 -0.03 -0.22 -0.49 -0.109
C 2.6034 0.3900 0.0115 0.12 0.12 -0.07 -0.175
C 1.5571 -0.3965 0.4802 -0.11 -0.08 0.00 0.026
C 0.9701 -1.3567 -0.3320 0.41 0.19 -0.30 -0.127
C -0.1624 -2.2163 0.1093 -0.10 -0.04 0.32 -0.439
O -0.4197 -3.2840 -0.4150 -0.04 -0.13 -0.24 0.069
N -0.8788 -1.7214 1.1544 0.12 0.14 0.10 0.056
C -2.1127 -2.3280 1.5745 0.09 -0.27 0.06 -0.072
C -3.3707 -1.6366 1.0644 0.28 -0.65 0.11 -0.342
O -4.3521 -2.2359 0.7091 0.05 0.06 0.04 0.120
N -3.3332 -0.2452 1.0633 -0.61 0.96 -0.37 -0.001
N -2.3059 0.4533 1.6055 0.56 0.30 0.55 0.110
C -2.5770 1.7247 1.4368 -0.32 -0.39 -0.09 -0.324
C -1.6560 2.7940 1.8955 0.07 -0.05 -0.03 -0.026
C -3.8168 1.8782 0.7670 0.00 -0.38 0.01 0.031
C -4.2830 0.6131 0.5430 0.12 0.19 0.02 -0.224
C -5.5247 0.1577 -0.1173 -0.18 -0.09 -0.07 -0.021
C 1.4408 -1.5471 -1.6262 -0.06 -0.06 0.02 0.043
C 2.4835 -0.7782 -2.1098 0.14 0.17 0.11 -0.184
O 3.0130 -0.8870 -3.3574 0.03 0.23 0.37 -0.060
C 2.4710 -1.8538 -4.2245 -0.11 -0.18 -0.14 -0.078
C 3.0842 0.2051 -1.2937 0.12 -0.04 -0.16 -0.120
O 4.0801 0.9003 -1.9077 -0.52 -0.18 0.05 -0.046
C 5.0516 1.5909 -1.1558 0.39 0.31 0.16 -0.068
H 2.9332 0.6216 2.6954 -0.03 0.03 -0.03 0.101
H 3.3984 2.3298 2.5096 -0.08 -0.06 0.03 0.097
H 1.7239 1.8306 2.1701 0.03 -0.03 0.01 0.084
H 1.2148 -0.2737 1.4937 0.00 0.04 0.12 0.102
H -0.7919 -0.7459 1.4129 0.07 -0.23 -0.14 0.086
H -2.1650 -2.3361 2.6701 -0.06 -0.05 -0.11 0.136
H -2.1303 -3.3571 1.2041 -0.12 0.22 0.12 0.132
H -1.1091 3.2015 1.0451 0.05 0.07 0.00 0.085
H -2.2171 3.6033 2.3573 0.03 0.06 0.05 0.080
H -0.9442 2.3909 2.6109 0.06 0.03 0.05 0.070
H -4.2880 2.8004 0.4958 -0.17 0.16 -0.10 0.112
H -6.0698 1.0166 -0.5001 0.00 0.05 -0.01 0.084
H -5.2955 -0.5241 -0.9350 -0.08 0.00 -0.02 0.090
H -6.1529 -0.3876 0.5857 -0.05 -0.01 -0.06 0.089
H 0.9718 -2.3130 -2.2212 -0.01 -0.07 -0.09 0.114
H 3.0422 -1.7702 -5.1477 -0.07 -0.04 0.05 0.094
H 2.5797 -2.8650 -3.8199 -0.02 0.04 -0.01 0.099
H 1.4140 -1.6601 -4.4334 0.04 -0.02 0.02 0.098
H 5.4822 0.9587 -0.3757 -0.02 0.03 -0.04 0.100
H 5.8270 1.8581 -1.8739 -0.02 -0.03 0.07 0.095
H 4.6475 2.4979 -0.7012 0.08 -0.11 -0.06 0.090